No. 1
Computed, not measured: C3H9NO in the gas phase, with ωB97M-V with the def2-TZVPD basis set.

The calculation puts the HOMO-LUMO gap at 9.640 eV. The LUMO energy is 0.96 eV. As for the structure (SMILES): C[C@H](O)CN. Its spin multiplicity is 1. As for the HOMO energy: -8.678 eV.

Geometry as XYZ:
```
14
Properties=species:S:1:pos:R:3:forces:R:3
C -1.2637 -0.2703 -0.2674 -2.511 2.476 4.079
C -0.1753 0.8015 -0.0148 -0.430 -0.644 0.896
O -0.0819 1.7258 -1.1064 -2.331 -1.115 -0.964
C 1.1881 0.0806 0.1474 0.579 -0.268 -0.393
N 1.1430 -1.2766 0.7751 -2.175 1.248 -3.169
H -2.2824 0.2666 -0.1041 1.335 -0.581 -1.280
H -1.2648 -0.8865 -1.1408 0.321 -0.396 -0.394
H -1.3607 -0.7642 0.7549 0.559 -0.471 -1.621
H -0.4336 1.3817 0.9663 0.285 -1.013 -1.658
H -0.9054 1.4703 -1.6589 2.182 1.102 1.102
H 1.5664 0.0554 -0.9422 -0.091 -0.111 1.655
H 1.7969 0.7571 0.7660 0.280 -0.429 -0.446
H 0.3993 -1.8402 0.2325 2.343 0.545 2.324
H 1.6740 -1.5011 1.5923 -0.346 -0.343 -0.130
```
Positions in Å, forces in eV/Å.

Results of the natural (NBO) charge analysis, in e, for atoms 1 through 5:
1. C -0.710
2. C 0.092
3. O -0.720
4. C -0.240
5. N -0.916

=====

No. 2
Computed, not measured: C4H7N3 in the gas phase, with ωB97M-V with the def2-TZVPD basis set.

The calculation puts the HOMO-LUMO gap at 10.444 eV. The LUMO energy is 0.31 eV. As for the structure (SMILES): [H]/N=C(\C#N)NCC. Its spin multiplicity is 1. As for the HOMO energy: -10.132 eV.

Geometry as XYZ:
```
14
Properties=species:S:1:pos:R:3:forces:R:3
H 3.1570 -1.1124 0.4619 -0.149 0.101 0.113
N 2.2098 -1.1182 0.8444 -0.017 0.358 -0.245
C 1.4860 -0.2019 0.3376 0.242 -0.330 0.202
C 1.9997 0.7465 -0.6482 0.566 0.596 -0.795
N 2.5130 1.4955 -1.3653 -0.602 -0.729 0.604
N 0.1882 0.0382 0.7760 0.067 -0.156 0.352
C -0.9098 -0.4338 -0.0910 -0.097 -0.106 -0.161
C -2.0252 0.5798 -0.2786 -0.087 0.064 -0.063
H 0.1224 -0.4173 1.6805 -0.075 0.087 -0.032
H -0.5071 -0.7149 -1.0682 0.030 0.036 0.060
H -1.2906 -1.3599 0.3540 -0.050 0.096 -0.129
H -1.7142 1.3646 -0.9728 -0.045 -0.004 0.145
H -2.3196 1.0464 0.6642 0.103 -0.075 -0.035
H -2.9096 0.0873 -0.6945 0.114 0.061 -0.016
```
Positions in Å, forces in eV/Å.

Results of the natural (NBO) charge analysis, in e, for atoms 1 through 5:
1. H 0.355
2. N -0.593
3. C 0.338
4. C 0.197
5. N -0.269

=====

No. 3
Computed, not measured: 5 unconnected molecules or ions with the total composition C22H20Cl2F32O4, with ωB97M-V with the def2-TZVPD basis set.

The calculation puts the HOMO-LUMO gap at 10.955 eV. The LUMO energy is 0.37 eV. As for the structure (SMILES): FC(F)C(F)(F)COC(F)(F)C(F)F.FC(F)C(F)(F)COC(F)(F)C(F)F.FC(F)C(F)(F)COC(F)(F)C(F)F.FC(F)C(F)(F)COC(F)(F)C(F)F.ClCCCl. Its spin multiplicity is 1. As for the HOMO energy: -10.585 eV.

Geometry as XYZ:
```
80
Properties=species:S:1:pos:R:3:forces:R:3
F 16.1479 19.2758 17.7745 0.222 0.676 0.631
C 16.2346 18.0254 17.3308 0.666 -1.788 1.371
F 15.8916 18.0768 16.0375 0.521 -0.445 -0.577
C 17.7302 17.4718 17.6749 1.805 0.942 -0.661
F 17.8933 16.1308 17.6760 -1.073 -0.177 -1.443
F 18.1578 17.7283 18.9421 -1.138 1.388 0.494
C 18.7880 18.1765 16.7811 -0.705 -0.298 -1.277
O 18.4635 17.7637 15.4269 2.074 -0.159 -0.633
C 19.3804 18.1854 14.4334 -2.360 -1.469 2.158
F 19.2729 19.5124 14.3557 0.804 0.444 -0.470
F 20.7029 17.8360 14.6916 -1.810 0.609 -0.354
C 18.9229 17.5147 13.1305 2.274 -0.817 -1.997
F 19.1294 16.1743 13.1598 -0.138 -0.299 0.959
F 17.6895 17.6869 12.6500 -0.437 0.783 0.956
H 15.5351 17.3565 17.8322 -0.176 0.191 0.191
H 19.8183 17.9128 17.0201 -0.217 -0.319 0.305
H 18.6933 19.2624 16.7852 -0.207 0.022 0.593
H 19.6466 17.8275 12.3778 -0.119 0.667 -0.254
F 10.6482 14.1386 10.0287 -0.925 0.916 -1.890
C 11.4641 13.2224 10.4807 2.018 -0.459 1.618
F 10.9705 12.9437 11.6998 -0.403 -1.360 0.940
C 11.6219 11.9604 9.6014 -2.183 -1.532 -0.912
F 12.3966 10.9976 10.1260 0.550 0.383 1.303
F 12.2107 12.2853 8.4551 0.680 1.067 -0.961
C 10.2818 11.2822 9.2677 -0.631 -0.321 0.223
O 10.5090 9.9280 8.7556 -0.582 1.351 0.628
C 9.3297 9.2557 8.4984 2.992 -0.711 -0.375
F 8.6300 9.0506 9.6201 -0.758 0.367 0.142
F 8.6277 9.9163 7.5864 -0.952 0.015 -0.080
C 9.7985 7.8550 8.0141 0.116 -0.400 -0.091
F 8.7210 7.1236 7.7079 -0.873 -0.274 -0.114
F 10.5698 7.8856 6.9069 0.005 0.632 0.002
H 12.4444 13.6425 10.7056 0.331 0.160 -0.606
H 9.6877 11.8706 8.5685 0.409 0.062 -0.308
H 9.6627 11.2494 10.1642 0.178 -0.276 0.275
H 10.3527 7.3163 8.7828 0.049 0.359 0.285
F 14.5918 15.3881 18.6922 0.959 1.166 0.852
C 13.7136 14.4474 18.4045 -1.585 0.328 -0.613
F 14.3763 13.3486 18.0747 0.919 -1.556 0.054
C 12.7529 14.1292 19.5846 1.656 -0.839 -0.927
F 11.9835 15.1858 19.8380 -0.659 0.380 -0.200
F 13.4506 13.8762 20.7208 0.302 0.073 0.076
C 11.9994 12.8494 19.2809 -0.733 0.702 0.238
O 11.4467 12.9734 17.9606 -1.714 -1.464 0.323
C 10.4711 11.9624 17.6376 1.311 1.828 0.020
F 11.0685 10.7908 17.5855 0.245 -0.859 -0.222
F 9.4777 11.8640 18.5330 -0.008 0.223 0.490
C 9.8426 12.4454 16.3342 -0.612 0.466 -1.419
F 10.7038 12.5195 15.3288 1.606 -0.007 -0.380
F 8.8733 11.6276 15.8255 -0.241 -0.087 1.266
H 13.1894 14.7446 17.4962 -0.510 0.209 0.232
H 11.2466 12.8896 20.0681 -0.447 -0.619 -0.167
H 12.6460 11.9787 19.3897 0.002 0.151 -0.106
H 9.4842 13.4672 16.4583 -0.563 -0.149 0.485
F 15.7907 14.9428 15.9627 0.342 -0.997 -0.185
C 15.5398 14.9960 14.6333 -1.521 2.234 -0.813
F 16.5526 14.6537 13.8522 1.150 -0.918 0.076
C 14.2786 14.1908 14.2386 0.598 -2.303 2.709
F 13.8573 14.3987 13.0214 0.250 0.317 -1.959
F 13.3049 14.5879 15.0412 -1.827 1.640 1.427
C 14.4690 12.7266 14.6181 0.817 -1.608 -0.919
O 13.3062 11.8884 14.4456 -1.239 -0.700 -0.677
C 13.5034 10.5808 13.9471 1.302 2.291 1.279
F 14.0402 10.6580 12.7557 0.316 0.113 -2.476
F 14.4614 10.0215 14.6756 0.405 -1.224 1.301
C 12.2563 9.7286 13.8219 -3.455 -0.678 0.350
F 12.4246 8.4678 13.3412 1.221 0.766 -0.204
F 11.5754 9.5290 14.9851 0.822 0.331 1.131
H 15.3571 16.0547 14.4497 -0.289 0.159 -0.206
H 14.7447 12.6184 15.6671 0.215 0.474 -0.111
H 15.2845 12.3845 13.9810 0.139 -0.368 0.110
H 11.4517 10.1909 13.2501 0.784 0.553 -0.882
Cl 9.5895 6.5041 17.1033 -0.505 0.771 -0.202
C 8.7252 8.0829 16.8657 0.367 0.467 -0.867
C 8.1602 8.6343 18.1622 0.201 -0.831 -0.801
Cl 6.9010 7.4910 18.7083 -0.081 0.091 0.444
H 7.9907 8.0328 16.0619 -0.407 -0.794 0.402
H 9.4264 8.7636 16.3830 0.507 0.088 0.632
H 7.6428 9.5803 18.0022 0.393 0.043 0.059
H 8.9882 8.6732 18.8700 -0.440 0.212 0.304
```
Positions in Å, forces in eV/Å.

Results of the Mulliken charge analysis, in e, for atoms 1 through 5:
1. F -0.280
2. C 0.478
3. F -0.201
4. C 0.986
5. F -0.256

=====

No. 4
Computed, not measured: C5H6N2O in the gas phase, with ωB97M-V with the def2-TZVPD basis set.

The calculation puts the HOMO-LUMO gap at 7.546 eV. The LUMO energy is -1.56 eV. As for the structure (SMILES): CC1=NC(N)=CC1=O. Its spin multiplicity is 1. As for the HOMO energy: -9.101 eV.

Geometry as XYZ:
```
14
Properties=species:S:1:pos:R:3:forces:R:3
C 1.9162 1.3259 -0.9014 0.080 -2.657 2.194
C 0.5709 0.4439 -0.4919 1.521 4.717 -1.877
N -0.6334 0.9407 -0.3035 1.951 -0.474 0.912
C -1.3913 -0.2362 0.1122 0.273 -2.371 4.209
N -2.5000 -0.3205 1.3237 1.805 0.378 -0.333
C -0.7045 -1.3784 -0.1408 -2.216 0.343 -0.695
C 0.6517 -0.9965 -0.5440 1.934 -5.248 2.234
O 1.6914 -1.7320 -0.4786 -3.261 2.938 -0.914
H 1.4781 2.3380 -0.7780 0.872 -0.214 -1.629
H 2.5909 0.7256 -1.7736 -2.424 2.445 1.942
H 2.6888 1.3160 0.0075 -1.792 -0.445 -1.633
H -2.6468 0.6781 1.4721 -0.380 -0.366 0.500
H -2.4030 -0.8678 2.4449 0.750 2.125 -5.011
H -1.3092 -2.2369 0.0515 0.885 -1.172 0.100
```
Positions in Å, forces in eV/Å.

Results of the natural (NBO) charge analysis, in e, for atoms 1 through 5:
1. C -0.704
2. C 0.259
3. N -0.441
4. C 0.417
5. N -0.881

=====

The electronic energy results, record by record, are as follows: -6792.89777; -8730.83076; -143331.38302; -10304.37955 eV.